The following is a DFT calculation (ωB97M-V/def2-TZVPD) of 2 unconnected molecules or ions with the total composition C4H9Cl3N in a non-equilibrium geometry.

Energy above the lowest of the compared OMol25 structures with the same formula, charge and spin (eV): 0.7608
HOMO-LUMO gap (eV): 9.1577
M (g/mol): 177.5
E_HOMO (eV): -14.1
Electronic energy (eV): -43342.694
Total charge: +1

Each line ends with the Mulliken charge.
Geometry (Å):
C -0.270 0.177 -1.863  -0.90
C 0.879 0.816 1.571  -0.72
C 0.407 -0.090 -0.637  0.44
C -3.471 -0.067 0.175  0.14
N -0.073 0.311 0.482  0.15
Cl -3.135 -1.716 0.342  -0.05
Cl -4.556 0.541 1.465  -0.14
Cl -4.411 0.268 -1.311  -0.08
H 0.086 1.142 -2.153  0.32
H -0.059 -0.508 -2.701  0.36
H -1.348 0.185 -1.604  0.16
H 1.004 1.862 1.325  0.35
H 0.412 0.726 2.533  0.31
H 1.698 0.199 1.350  0.32
H 1.485 -0.576 -0.592  0.32
H -2.602 0.537 0.551  0.02
H -0.998 0.638 0.377  0.00

Forces on atoms 1 to 2 (eV/Å):
-1.57 -1.58 -0.92
-2.49 -0.18 -1.30

The following is a DFT calculation (ωB97M-V/def2-TZVPD) of 2 unconnected molecules or ions with the total composition C21H27BNO3 in a non-equilibrium geometry.

Energy above the lowest of the compared OMol25 structures with the same formula, charge and spin (eV): 0.2170
HOMO-LUMO gap (eV): 3.4240
M (g/mol): 352.3
E_HOMO (eV): -9.4
Electronic energy (eV): -30517.826
Total charge: +1

Each line ends with the Mulliken charge.
Geometry (Å):
C 5.420 -0.934 4.089  -1.17
C 4.632 0.031 3.337  0.44
C 4.894 1.346 3.031  -0.68
C 3.779 1.813 2.282  -0.48
C 2.867 0.786 2.203  0.25
B 1.403 0.814 1.526  0.51
O 1.026 -0.418 0.864  -0.58
C -0.121 -1.002 1.484  0.47
C -0.374 -0.349 2.842  -0.73
N 0.256 1.005 2.750  0.35
C 0.715 1.508 4.066  -1.09
C -0.657 2.017 2.095  0.28
C 0.240 2.840 1.171  -0.61
O 1.305 2.011 0.697  -0.58
O 3.400 -0.317 2.837  -0.37
H 6.342 -0.427 4.406  0.32
H 4.884 -1.273 4.987  0.28
H 5.699 -1.807 3.483  0.28
H 5.787 1.902 3.317  0.40
H 3.678 2.802 1.854  0.53
H -1.007 -0.884 0.832  -0.45
H 0.071 -2.080 1.588  0.47
H -1.446 -0.270 3.065  0.25
H 0.116 -0.919 3.638  0.39
H -0.160 1.701 4.703  0.35
H 1.344 0.755 4.553  0.34
H 1.279 2.437 3.939  0.41
H -1.420 1.479 1.517  -0.69
H -1.156 2.637 2.851  0.40
H -0.323 3.214 0.299  0.40
H 0.660 3.705 1.716  0.31
C -3.429 1.372 -0.724  -1.11
C -4.271 2.036 0.436  -0.75
C -4.660 0.865 1.281  -0.41
C -4.152 -0.316 0.779  -0.49
C -3.343 -0.084 -0.361  0.96
C -3.010 -1.115 -1.308  1.05
C -3.041 -2.486 -0.927  -0.23
C -2.745 -3.492 -1.850  -0.91
C -2.449 -3.173 -3.179  -0.37
C -2.477 -1.834 -3.590  -0.77
C -2.753 -0.818 -2.675  -0.35
H -3.997 1.441 -1.665  0.58
H -2.473 1.891 -0.877  0.36
H -3.659 2.757 0.991  0.32
H -5.133 2.583 0.026  0.43
H -5.324 0.963 2.140  0.47
H -4.361 -1.314 1.179  0.43
H -3.342 -2.760 0.084  0.25
H -2.743 -4.532 -1.526  0.40
H -2.183 -3.957 -3.890  0.42
H -2.275 -1.576 -4.630  0.40
H -2.839 0.217 -3.020  0.34

Forces on atoms 1 to 2 (eV/Å):
0.49 -0.67 0.49
-0.59 1.75 -0.76